# 1
74
Properties=species:S:1:pos:R:3:forces:R:3:lowdin_charge:R:1 method="wB97M-V/def2-TZVPD" homo_ev=-12.2386 energy_ev=-59997.699 charge=+1
N -3.608684 3.646741 -2.601040 -1.291 -0.988 0.373 -0.129
P -4.620623 2.471932 -2.724912 0.735 2.374 -2.150 0.612
O -6.154839 3.016891 -3.106998 1.405 -1.795 0.175 -0.175
O -4.234741 1.396179 -3.954296 -1.587 0.516 3.087 -0.138
C -4.564501 1.530566 -1.094640 0.938 -2.213 -0.176 -0.088
C -3.517590 0.498589 -0.999181 -0.754 -0.354 2.251 -0.117
F -2.629978 0.262483 -1.987908 -1.473 0.696 1.033 0.099
C -3.367153 -0.326587 0.222566 -1.597 1.804 0.685 0.058
C -2.264204 -1.434576 0.326623 0.616 -0.943 -0.166 -0.384
O -2.211995 -2.274761 -0.516641 -0.622 0.729 0.111 0.197
O -1.320433 -1.419103 1.371539 -2.281 1.578 -0.576 -0.070
N -0.066902 -1.333290 0.702751 1.603 0.036 -0.789 0.072
C -4.329056 -0.064551 1.295483 0.032 1.273 -2.410 0.049
C -5.343648 0.998373 1.122475 1.869 -0.899 0.767 -0.464
S -6.481435 1.200410 2.551922 0.146 -0.045 -0.627 0.838
N -5.433940 1.768355 -0.027643 1.332 -1.318 0.815 -0.058
C -6.473441 2.850393 -0.097610 -0.851 0.988 -0.865 -0.127
C -7.851192 2.305236 -0.672557 -0.253 -0.615 -0.366 -0.126
C -7.819610 0.763384 -1.068487 -0.423 0.438 0.165 -0.250
O -9.116838 0.351103 -1.541661 1.152 0.604 -0.280 -0.060
H -4.059286 4.554786 -2.750340 0.488 -0.253 -0.091 0.017
H -6.427708 2.627593 -3.965756 0.091 0.297 0.491 0.101
H -4.668575 0.559826 -3.661539 0.507 0.095 -0.846 0.084
H 0.660905 -1.231011 1.422245 -0.758 -0.077 -0.044 0.111
H -0.077746 -0.457927 0.157996 0.093 -0.322 0.527 0.063
H -4.309209 -0.662550 2.236325 -0.066 0.763 -0.918 0.136
H -6.019569 2.275512 3.277384 0.279 -0.462 -0.901 -0.074
H -6.033612 3.668991 -0.738657 -0.479 -1.011 0.582 0.124
H -6.663120 3.319523 0.897236 0.604 -0.804 -0.711 0.109
H -8.701184 2.457522 0.052049 1.082 -0.174 -0.583 0.130
H -8.122969 2.854195 -1.614902 0.398 -0.365 1.020 0.110
H -7.055994 0.607890 -1.882401 -0.510 -0.026 0.817 0.105
H -7.588746 0.104658 -0.181750 -0.192 0.682 -0.966 0.121
H -9.191867 0.689142 -2.454495 -0.212 -0.282 0.607 0.100
C 5.162533 1.669399 -1.097214 -0.031 0.122 0.124 -0.105
C 3.938758 0.871783 -0.663761 0.093 -0.095 -0.053 -0.270
C 3.309948 0.062994 -1.798843 -0.069 -0.036 0.070 -0.226
C 2.768998 0.889331 -2.967709 0.108 0.041 -0.030 -0.221
C 1.714960 1.930197 -2.591686 0.041 -0.084 -0.098 -0.257
C 0.452934 1.315803 -2.001448 -0.186 0.201 0.021 -0.118
H 4.911562 2.415536 -1.854396 0.043 -0.041 0.010 0.068
H 5.590150 2.199593 -0.243308 0.038 -0.015 -0.084 0.073
H 5.932851 1.010758 -1.505084 -0.033 0.036 -0.022 0.079
H 3.199993 1.546571 -0.218841 -0.016 -0.018 -0.015 0.098
H 4.239150 0.179646 0.129701 -0.057 0.018 -0.006 0.087
H 2.505121 -0.555019 -1.385823 0.006 -0.042 -0.041 0.093
H 4.055433 -0.638845 -2.188309 -0.038 0.024 0.038 0.114
H 2.343330 0.202823 -3.707871 -0.003 0.041 0.021 0.112
H 3.597429 1.395222 -3.472501 -0.025 -0.031 0.030 0.105
H 1.441461 2.487158 -3.492756 0.014 0.005 0.065 0.110
H 2.129440 2.662880 -1.893402 0.015 -0.032 -0.023 0.103
H -0.001565 0.608647 -2.699828 0.043 -0.035 0.047 0.078
H -0.281620 2.096473 -1.785273 -0.030 -0.056 -0.004 0.070
H 0.662449 0.791214 -1.065708 0.100 0.034 -0.057 0.035
C 4.217166 -3.772958 1.044129 -0.161 -0.042 0.068 -0.108
C 4.351376 -2.612427 2.022828 0.065 -0.016 -0.103 -0.277
C 5.792366 -2.131808 2.198154 -0.021 0.137 0.070 -0.232
C 6.760861 -3.165529 2.776888 -0.026 -0.136 -0.078 -0.227
C 6.367646 -3.735047 4.140287 0.140 0.080 0.011 -0.270
C 6.312999 -2.681492 5.240393 -0.115 -0.105 0.072 -0.113
H 4.757562 -4.656787 1.389257 -0.007 0.042 -0.044 0.069
H 3.167000 -4.053660 0.931169 0.065 -0.039 -0.059 0.068
H 4.600420 -3.498225 0.058251 0.023 -0.036 0.031 0.074
H 3.921924 -2.895933 2.988727 0.046 0.028 0.005 0.099
H 3.748807 -1.775053 1.652749 0.017 0.020 0.051 0.082
H 5.789511 -1.239911 2.832555 0.029 -0.016 -0.008 0.101
H 6.177395 -1.805561 1.224984 -0.036 -0.014 0.024 0.107
H 7.750682 -2.703355 2.857097 -0.040 -0.019 0.014 0.111
H 6.874753 -3.993889 2.070471 0.000 0.047 0.001 0.102
H 7.104561 -4.493011 4.422730 -0.067 -0.010 -0.048 0.106
H 5.405294 -4.251943 4.077356 0.024 0.001 -0.036 0.098
H 7.277527 -2.179775 5.348408 -0.048 0.022 -0.014 0.076
H 6.066318 -3.147027 6.197163 0.028 0.085 -0.007 0.070
H 5.552002 -1.924688 5.037278 0.048 0.012 0.018 0.063

=====

# 2
17
Properties=species:S:1:pos:R:3:forces:R:3:lowdin_charge:R:1 method="wB97M-V/def2-TZVPD" homo_ev=-12.3807 energy_ev=-10561.440 charge=+1
C 4.429789 0.573633 -0.046681 -1.590 -1.920 1.513 0.243
C 3.269774 -0.229537 -0.089836 0.383 0.911 0.309 -0.079
C 2.045431 0.460409 -0.154295 1.290 0.440 0.107 0.068
C 0.816135 -0.165001 -0.469188 -0.041 -2.126 -0.019 -0.101
C -3.801490 -0.469505 0.679429 1.190 2.349 1.306 -0.115
C -4.631461 -0.742032 -0.274091 -2.073 2.563 -0.326 -0.072
N -0.369508 0.264090 -0.309614 -0.651 2.526 -0.066 0.209
F -0.369516 1.664729 -0.052488 0.175 -1.855 -0.041 -0.033
H 5.391778 -0.042159 -0.001433 -0.970 1.801 -0.328 0.139
H 4.203344 1.653728 0.199005 1.221 -1.130 -0.821 0.126
H 3.256380 -1.322782 0.009993 0.335 0.445 -0.683 0.137
H 2.077012 1.513285 0.098706 -0.285 0.183 -0.289 0.136
H 0.799999 -1.236643 -0.765306 0.121 0.724 0.315 0.161
H -3.644307 0.585212 1.038005 -0.210 -0.906 -0.840 0.070
H -5.147797 -1.618857 -0.545298 0.302 -1.251 -0.477 0.042
H -3.206369 -1.094775 1.243176 0.928 -1.941 1.003 0.009
H -5.119199 0.206203 -0.560080 -0.124 -0.812 -0.662 0.061

=====

# 3
17
Properties=species:S:1:pos:R:3:forces:R:3:lowdin_charge:R:1 method="wB97M-V/def2-TZVPD" homo_ev=-14.1664 energy_ev=-8310.933 charge=+1
C 2.361566 -0.856343 -0.758201 1.034 -0.486 1.020 -0.034
N 1.133544 -1.619305 -0.472872 -1.393 -1.307 -0.982 0.107
H 2.359680 0.023580 -0.104760 0.219 -0.358 -0.172 0.080
H 3.211966 -1.546784 -0.518936 -0.537 1.005 -0.447 0.124
H 2.345194 -0.523981 -1.779203 0.132 -0.078 -0.435 0.102
H 0.261946 -1.049573 -0.717931 0.111 -0.149 0.710 0.113
H 1.115280 -1.991145 0.488668 -0.227 0.560 -0.338 0.171
H 1.049741 -2.480974 -1.070022 0.281 0.964 0.467 0.188
C -1.869388 0.429842 0.119378 -0.036 -1.278 -2.056 -0.293
N -1.222656 1.145306 1.017268 0.519 -0.952 -1.239 0.004
C 0.173172 1.394709 0.952888 1.313 0.351 0.487 -0.073
O -1.330842 -0.164316 -0.850522 -0.090 0.498 1.618 -0.050
H -2.964436 0.385058 0.255158 0.328 0.056 -0.034 0.154
H -1.768508 1.602905 1.662070 -1.232 1.205 1.773 0.117
H 0.482140 1.618968 -0.076325 -0.058 0.000 0.295 0.101
H 0.764314 0.551083 1.351473 -0.245 0.130 -0.229 0.079
H 0.421106 2.234133 1.618820 -0.119 -0.159 -0.438 0.110